Run 1
48
Properties=species:S:1:pos:R:3:mulliken_charge:R:1 method="wB97M-V/def2-TZVPD" multiplicity=1 orbital_gap_ev=9.38 e_homo_ev=-9.043
N 3.659 0.161 -2.779 -0.218
C 3.574 -0.553 -1.649 0.026
O 4.440 -1.287 -1.227 -0.650
C 2.204 -0.353 -0.962 0.385
C 2.065 -1.151 0.347 -1.163
C 2.575 -0.377 1.529 -0.314
C 1.691 0.326 2.341 0.216
C 2.158 1.075 3.407 -0.675
C 3.516 1.133 3.670 -0.411
C 4.403 0.438 2.864 -0.746
C 3.937 -0.312 1.799 -0.187
N 1.982 1.069 -0.802 -0.289
S 0.744 1.755 -1.653 1.331
O 0.708 3.138 -1.293 -0.747
O 0.968 1.391 -3.027 -0.769
C -0.717 0.930 -1.047 0.068
C -1.216 1.315 0.182 -0.996
C -2.295 0.645 0.726 -0.415
C -2.880 -0.427 0.040 0.767
N -3.955 -1.109 0.604 0.141
C -4.319 -0.931 2.001 -0.741
C -5.265 -2.098 2.287 -0.747
C -5.905 -2.353 0.929 -0.690
C -4.849 -1.910 -0.066 0.540
O -4.818 -2.197 -1.237 -0.638
C -2.363 -0.797 -1.206 -0.839
C -1.288 -0.116 -1.744 -0.484
H 4.508 0.142 -3.320 0.240
H 2.883 0.737 -3.077 0.221
H 1.458 -0.711 -1.683 0.454
H 2.644 -2.068 0.226 0.448
H 1.014 -1.409 0.500 0.398
H 0.628 0.278 2.139 0.382
H 1.462 1.615 4.033 0.395
H 3.881 1.718 4.501 0.377
H 5.462 0.480 3.067 0.394
H 4.623 -0.849 1.163 0.515
H 2.130 1.429 0.128 0.362
H -0.763 2.152 0.690 0.479
H -2.685 0.970 1.676 0.446
H -4.830 0.029 2.141 0.317
H -3.429 -0.957 2.633 0.455
H -4.696 -2.972 2.604 0.306
H -5.989 -1.857 3.063 0.362
H -6.791 -1.732 0.775 0.262
H -6.186 -3.390 0.756 0.367
H -2.816 -1.608 -1.750 0.509
H -0.892 -0.382 -2.712 0.557



Run 2
48
Properties=species:S:1:pos:R:3:mulliken_charge:R:1 method="wB97M-V/def2-TZVPD" multiplicity=1 orbital_gap_ev=8.16 e_homo_ev=-7.820
C 4.526 1.890 -1.297 -1.340
C 3.799 0.556 -1.220 0.078
C 2.297 0.737 -1.447 -1.256
N 1.599 -0.516 -1.352 0.392
C 1.053 -1.058 -0.226 0.265
S 1.049 -0.228 1.297 -0.239
C 0.027 -1.383 2.264 -0.695
C -0.966 -0.637 3.124 0.552
O -1.016 -0.860 4.314 -0.599
C -1.833 0.388 2.500 -0.229
C -2.287 1.388 3.364 -0.250
C -3.114 2.406 2.923 0.639
O -3.589 3.422 3.693 -0.464
C -3.236 3.443 5.057 -0.808
C -3.505 2.409 1.583 -0.873
C -3.086 1.417 0.723 -0.420
C -2.245 0.393 1.155 0.420
O -1.823 -0.617 0.353 -0.289
C -2.333 -0.724 -0.955 -1.259
N 0.541 -2.236 -0.476 -0.317
N 0.739 -2.495 -1.771 -0.850
C 1.379 -1.481 -2.306 0.525
C 1.764 -1.429 -3.685 0.521
C 1.525 -2.349 -4.675 -0.707
C 2.123 -1.830 -5.843 -0.407
C 2.681 -0.641 -5.485 -0.544
O 2.471 -0.386 -4.183 -0.297
H 5.591 1.749 -1.134 0.380
H 4.149 2.573 -0.538 0.334
H 4.384 2.347 -2.274 0.328
H 3.955 0.104 -0.238 0.316
H 4.194 -0.126 -1.977 0.282
H 2.115 1.165 -2.435 0.394
H 1.883 1.403 -0.683 0.480
H 0.686 -1.970 2.907 0.536
H -0.464 -2.025 1.533 0.383
H -1.956 1.325 4.388 0.560
H -3.730 4.319 5.474 0.232
H -3.587 2.546 5.575 0.332
H -2.154 3.539 5.190 0.328
H -4.149 3.201 1.235 0.435
H -3.420 1.449 -0.301 0.452
H -1.894 -1.636 -1.359 0.319
H -2.033 0.127 -1.576 0.389
H -3.423 -0.812 -0.955 0.477
H 0.990 -3.267 -4.556 0.569
H 2.137 -2.280 -6.814 0.469
H 3.233 0.091 -6.041 0.456



What is the stability order? It is run 1, run 2, from most stable to least stable.



Run 1
27
Properties=species:S:1:pos:R:3:mulliken_charge:R:1 method="wB97M-V/def2-TZVPD" multiplicity=1 charge=+1 orbital_gap_ev=7.93 e_homo_ev=-12.681
H -0.443 -0.165 2.543 0.233
N 0.304 -0.286 1.927 -0.502
C -0.013 -0.116 0.722 0.369
O -1.223 0.282 0.309 -0.081
N -2.139 0.739 1.385 -0.443
C -3.164 1.255 0.990 0.830
C -4.083 1.669 2.057 -1.473
C -3.556 1.290 -0.483 -0.967
C 0.982 -0.471 -0.292 0.245
C 1.199 -0.487 -1.568 0.560
N 1.960 -0.545 -2.553 -0.476
C 3.210 -0.999 -2.268 0.192
N 4.089 -1.205 -3.261 -0.416
C 3.437 -1.223 -0.879 -0.675
C 2.456 -1.042 0.085 0.651
N 2.565 -1.188 1.397 -0.406
H -4.645 0.822 2.383 0.304
H -4.760 2.276 1.538 0.421
H -3.593 2.053 2.852 0.434
H -4.658 1.571 -0.800 0.355
H -2.829 2.064 -1.022 0.255
H -3.486 0.299 -0.869 0.302
H 4.909 -1.896 -3.318 0.261
H 4.004 -0.773 -4.135 0.243
H 4.470 -1.484 -0.546 0.306
H 3.248 -1.738 1.767 0.141
H 1.758 -0.704 2.041 0.338



Run 2
27
Properties=species:S:1:pos:R:3:mulliken_charge:R:1 method="wB97M-V/def2-TZVPD" multiplicity=1 charge=+1 orbital_gap_ev="6.11 / 7.33" e_homo_ev="-12.382 / -12.147"
C 0.126 4.043 -3.091 -0.079
C -1.454 2.017 -2.288 0.186
C -0.612 0.358 -0.568 -0.430
C -0.116 2.139 -1.819 0.641
C -1.975 3.060 -3.007 0.213
C 1.079 -1.511 -0.303 -0.496
C 0.403 -0.396 1.659 -0.503
C 1.166 -2.833 0.592 -0.618
C 0.633 -1.681 2.448 -0.677
N 0.621 3.188 -2.309 -0.522
N -1.143 4.072 -3.370 -0.525
N 0.282 1.163 -0.940 -0.084
N -3.203 3.110 -3.523 -0.407
N -0.072 -0.765 0.270 0.175
O 1.598 -2.489 1.903 -0.352
H 0.751 4.841 -3.540 0.369
H 1.929 -0.886 -0.205 0.395
H 0.802 -1.889 -1.248 0.409
H -0.302 0.152 2.330 0.369
H 1.304 0.235 1.743 0.373
H 0.297 -3.416 0.681 0.434
H 2.044 -3.432 0.268 0.342
H 1.029 -1.343 3.382 0.392
H -0.196 -2.282 2.504 0.464
H -3.897 2.364 -3.462 0.208
H -3.515 3.952 -4.053 0.267
H -0.816 -1.479 0.321 0.455



What is the stability order? It is run 1, run 2, from most stable to least stable.



Run 1
7
Properties=species:S:1:pos:R:3:mulliken_charge:R:1 method="wB97M-V/def2-TZVPD" multiplicity=1 orbital_gap_ev=9.95 e_homo_ev=-9.712
S 0.083 0.567 -1.704 -0.267
B -0.005 0.207 0.054 0.372
S -1.588 0.378 1.120 -0.257
S 1.546 -0.154 0.968 -0.272
H 1.370 0.113 -1.674 0.139
H -1.967 -0.170 -0.065 0.132
H 0.562 -0.941 1.301 0.152



Run 2
7
Properties=species:S:1:pos:R:3:mulliken_charge:R:1 method="wB97M-V/def2-TZVPD" multiplicity=1 orbital_gap_ev="8.24 / 5.73" e_homo_ev="-9.104 / -7.769"
B 0.147 -0.555 -1.185 0.364
S -1.650 0.612 1.486 -0.340
S 1.711 0.108 -0.833 -0.237
S -0.595 -1.961 -1.869 -0.223
H -1.859 1.796 0.911 0.119
H 1.381 0.980 0.122 0.176
H 0.447 -2.798 -1.783 0.141



What is the stability order? It is run 1, run 2, from most stable to least stable.